[1]
ORCA calculation (ωB97M-V with the def2-TZVPD basis set) on 2 unconnected molecules or ions with the total composition C2H9NO2.

The geometry in XYZ format:
```
14
C2H9NO2 ωB97M-V with the def2-TZVPD basis set
C 1.524 -0.750 0.012
O 1.645 -2.185 -0.102
C 0.198 -0.392 -0.816
N 0.024 1.047 -0.707
H 1.484 -0.343 1.086
H 2.505 -0.436 -0.445
H 1.501 -2.454 0.844
H 0.443 -0.766 -1.813
H -0.701 -0.845 -0.508
H -0.707 1.157 -0.064
H -0.242 1.498 -1.616
H -2.453 2.228 1.231
H -2.974 0.922 1.623
O -2.247 1.319 1.275
```

Summary:
LUMO (alpha / beta) = 3.6 / 3.5 eV
Charge = -1
Gap between HOMO and LUMO (alpha / beta) = 2.48 / 9.06 eV
Max |F| = 4.79 eV/A
Expectation value of S² = 0.7505
Energy above the lowest of the compared OMol25 structures with the same formula, charge and spin = 20.1 kcal/mol
Spin multiplicity = 2
E_HOMO (alpha / beta) = 1.13 / -5.58 eV

[2]
ORCA calculation (ωB97M-V with the def2-TZVPD basis set) on a molecular structure, C40H51N4O3ReSSbSi.

The geometry in XYZ format:
```
102
C40H51N4O3ReSSbSi ωB97M-V with the def2-TZVPD basis set
Re 0.171 -0.268 -1.017
N 1.196 -7.552 -0.549
C 0.728 -6.352 -0.939
C 0.353 -6.123 -2.280
C -0.121 -4.896 -2.676
C -0.225 -3.871 -1.742
C 0.153 -4.061 -0.420
C 0.620 -5.291 -0.019
S -0.955 -2.352 -2.232
O -1.942 -2.520 -3.235
O -1.443 -1.646 -1.009
N 0.192 -1.279 -2.726
C 1.525 -1.387 -2.668
N 2.267 -2.346 -3.174
C 3.579 -2.183 -3.096
C 4.167 -1.079 -2.485
C 3.331 -0.170 -1.857
N 2.012 -0.322 -1.935
H 1.197 -8.333 -1.183
H 1.386 -7.741 0.420
H 0.418 -6.931 -2.991
H -0.429 -4.713 -3.693
H 0.051 -3.260 0.301
H 0.882 -5.451 1.015
H 4.165 -2.977 -3.538
H 5.235 -0.958 -2.473
H 3.693 0.668 -1.278
C 0.971 2.550 -4.097
C -0.521 2.267 -4.049
C -0.867 1.000 -4.806
C -1.329 3.448 -4.549
Sb -1.012 1.951 -1.833
C -0.127 3.620 -0.545
C -0.286 4.968 -1.216
C -0.853 3.595 0.787
C 1.331 3.233 -0.361
C -3.238 1.625 -1.431
C -3.966 2.928 -1.706
C -3.695 0.506 -2.348
C -3.347 1.203 0.023
H 1.294 2.601 -5.138
H 1.545 1.761 -3.605
H 1.203 3.505 -3.629
H -0.537 1.098 -5.840
H -1.940 0.817 -4.817
H -0.373 0.124 -4.386
H -1.002 3.688 -5.560
H -1.183 4.329 -3.929
H -2.391 3.220 -4.584
H -1.334 5.197 -1.395
H 0.257 5.029 -2.154
H 0.116 5.733 -0.554
H -1.867 3.977 0.685
H -0.334 4.241 1.494
H -0.861 2.586 1.200
H 1.868 3.227 -1.308
H 1.403 2.243 0.099
H 1.814 3.959 0.290
H -3.973 3.172 -2.766
H -3.521 3.758 -1.159
H -5.001 2.826 -1.379
H -3.563 0.757 -3.399
H -4.756 0.325 -2.185
H -3.169 -0.423 -2.133
H -3.176 2.037 0.700
H -2.636 0.405 0.250
H -4.351 0.819 0.207
O 0.259 0.193 0.954
Si 0.474 -0.079 2.508
C 0.321 1.540 3.523
C 1.453 2.311 3.753
C 1.374 3.451 4.538
C 0.167 3.818 5.109
C -0.967 3.056 4.879
C -0.890 1.921 4.087
C -0.872 -1.257 3.199
C -1.777 -1.885 2.358
C -2.727 -2.748 2.879
C -2.776 -2.984 4.242
C -1.878 -2.355 5.087
C -0.928 -1.493 4.567
C 2.188 -0.856 2.822
C 2.695 -0.912 4.117
C 3.906 -1.529 4.379
C 4.628 -2.101 3.343
C 4.141 -2.041 2.047
C 2.928 -1.422 1.791
H 2.401 2.021 3.327
H 2.259 4.049 4.698
H 0.111 4.694 5.738
H -1.914 3.342 5.314
H -1.781 1.336 3.913
H -1.747 -1.700 1.294
H -3.432 -3.230 2.219
H -3.516 -3.656 4.650
H -1.913 -2.525 6.153
H -0.233 -1.000 5.227
H 2.136 -0.468 4.926
H 4.283 -1.564 5.391
H 5.571 -2.586 3.550
H 4.709 -2.483 1.240
H 2.543 -1.372 0.778
```

Summary:
LUMO (alpha / beta) = -7.8 / -7.4 eV
Charge = +2
Gap between HOMO and LUMO (alpha / beta) = 5.39 / 5.74 eV
Max |F| = 7.19 eV/A
Expectation value of S² = 0.7629
Energy above the lowest of the compared OMol25 structures with the same formula, charge and spin = 0.0 kcal/mol
Spin multiplicity = 2
E_HOMO (alpha / beta) = -13.17 / -13.17 eV

Which of these has the lowest max |F|?
C2H9NO2

Which of these has the lowest energy above the lowest of the compared OMol25 structures with the same formula, charge and spin?
C40H51N4O3ReSSbSi

The highest expectation value of S² belongs to which entry?
C40H51N4O3ReSSbSi